# 1
{
  "formula": "C9H7O2",
  "method": "ωB97M-V/def2-TZVPD",
  "symbols": ["C", "C", "C", "C", "C", "C", "C", "C", "C", "O", "O", "H", "H", "H", "H", "H", "H", "H"],
  "coordinates": [[1.307, -1.582, -0.932], [-0.003, -1.195, -0.723], [2.417, -0.965, -0.470], [1.022, 0.726, 0.215], [-0.111, 0.132, -0.253], [2.413, 0.249, 0.279], [-1.178, 2.291, -0.106], [-1.450, 0.827, 0.001], [-1.884, 0.322, 1.385], [3.393, 0.869, 0.741], [-1.496, 2.991, -1.058], [1.525, -2.510, -1.502], [-0.849, -1.788, -1.020], [3.268, -1.444, -0.811], [-2.214, 0.472, -0.829], [-0.949, 0.384, 2.018], [-2.397, -0.669, 1.289], [-2.813, 0.890, 1.775]],
  "total_charge": -1,
  "gap_ev": [6.31, 6.80],
  "homo_energy_ev": [-3.224, -3.053]
}

# 2
{
  "formula": "C9H7OPS2",
  "method": "ωB97M-V/def2-TZVPD",
  "symbols": ["C", "P", "O", "C", "C", "C", "S", "C", "C", "S", "C", "C", "C", "H", "H", "H", "H", "H", "H", "H"],
  "coordinates": [[-2.102, 0.438, -1.148], [-0.321, 1.010, -0.924], [0.144, 2.031, -1.823], [0.515, -0.671, -0.921], [0.742, -1.674, -1.886], [1.328, -2.767, -1.359], [1.630, -2.639, 0.370], [0.966, -1.024, 0.310], [0.612, -0.054, 1.331], [1.100, -0.001, 2.966], [0.364, 1.533, 3.091], [-0.119, 2.032, 1.954], [0.047, 1.105, 0.876], [-2.821, 1.182, -0.851], [-2.090, 0.192, -2.321], [-2.257, -0.408, -0.625], [0.580, -1.761, -2.903], [1.792, -3.703, -1.811], [0.437, 2.210, 3.969], [-0.546, 2.968, 1.707]],
  "e_above_lowest_ev": 0.000,
  "smiles": "CP1(=O)c2ccsc2-c2sccc21",
  "gap_ev": 8.25,
  "homo_energy_ev": -8.282
}

# 3
{
  "formula": "C9H8",
  "method": "ωB97M-V/def2-TZVPD",
  "symbols": ["C", "C", "C", "C", "C", "C", "C", "C", "C", "H", "H", "H", "H", "H", "H", "H", "H"],
  "coordinates": [[0.476, -3.536, -4.285], [0.196, -2.775, -3.388], [-0.069, -1.887, -2.328], [-0.134, -1.280, -1.258], [-0.325, -0.626, -0.034], [-0.574, 0.719, 0.069], [-0.571, 1.674, 1.257], [0.798, 2.068, 1.796], [-0.054, 1.111, 2.581], [0.644, -4.141, -5.157], [-0.166, -1.230, 0.859], [-0.944, 1.182, -0.826], [-1.409, 2.401, 1.173], [1.685, 1.870, 1.254], [0.881, 3.017, 2.406], [-0.515, 1.380, 3.540], [0.080, 0.053, 2.339]],
  "e_above_lowest_ev": 4.317,
  "smiles": "C#CC#C/C=C/C1CC1",
  "gap_ev": 8.75,
  "homo_energy_ev": -8.446
}

# 4
{
  "formula": "C9H8AlN2O4",
  "method": "ωB97M-V/def2-TZVPD",
  "symbols": ["Al", "C", "O", "C", "O", "C", "O", "C", "O", "C", "H", "H", "C", "H", "H", "N", "C", "C", "C", "N", "H", "H", "H", "H"],
  "coordinates": [[0.085, -0.519, -1.366], [-0.361, 0.315, 0.429], [-0.259, 0.540, 1.586], [-0.010, 2.140, -1.492], [-0.034, 3.188, -1.018], [-1.788, -0.306, -0.542], [-2.905, -0.317, -0.134], [2.142, -0.193, -0.896], [3.108, 0.061, -0.339], [0.011, -1.418, -3.110], [0.916, -2.016, -3.248], [-0.901, -2.009, -3.220], [0.004, 0.006, -3.361], [-0.901, 0.511, -3.704], [0.895, 0.522, -3.725], [-0.970, -2.606, 0.679], [-0.687, -3.738, 1.293], [0.591, -4.039, 0.868], [1.031, -3.056, -0.041], [0.018, -2.182, -0.173], [-1.789, -2.058, 0.822], [-1.395, -4.198, 1.971], [1.184, -4.886, 1.144], [2.017, -2.924, -0.549]],
  "total_charge": 3,
  "gap_ev": 6.08,
  "homo_energy_ev": -21.085
}

# 5
{
  "formula": "C9H8BrN",
  "method": "ωB97M-V/def2-TZVPD",
  "symbols": ["C", "N", "C", "C", "Br", "C", "C", "C", "C", "C", "C", "H", "H", "H", "H", "H", "H", "H", "H"],
  "coordinates": [[-1.420, 1.517, 1.672], [-1.608, 0.962, 0.294], [-2.809, 1.086, -0.267], [-3.531, 1.493, -1.318], [-4.808, 0.901, -2.441], [-0.622, 0.169, -0.306], [-0.888, -0.656, -1.423], [0.111, -1.471, -1.995], [1.321, -1.582, -1.353], [1.514, -0.846, -0.201], [0.553, 0.009, 0.371], [-0.719, 2.359, 1.519], [-2.336, 1.926, 1.890], [-0.899, 0.777, 2.293], [-1.709, -0.608, -2.047], [-0.050, -2.206, -2.756], [2.198, -2.321, -1.577], [2.498, -1.038, 0.293], [0.876, 0.554, 1.152]],
  "e_above_lowest_ev": 3.252,
  "smiles": "CN(C#CBr)c1ccccc1",
  "gap_ev": 8.39,
  "homo_energy_ev": -7.922
}

# 6
{
  "formula": "C9H8ClFINS",
  "method": "ωB97M-V/def2-TZVPD",
  "symbols": ["C", "N", "C", "C", "S", "C", "C", "Cl", "C", "C", "F", "C", "C", "H", "H", "H", "H", "H", "H", "H", "I", "H"],
  "coordinates": [[0.610, 1.820, -0.109], [0.875, 0.402, 0.055], [1.711, -0.088, 0.985], [1.906, -1.435, 0.876], [2.947, -2.491, 1.882], [0.985, -1.838, -0.141], [0.521, -3.110, -0.600], [1.135, -4.520, 0.052], [-0.480, -3.128, -1.598], [-1.178, -1.944, -1.908], [-2.324, -2.069, -2.699], [-0.806, -0.722, -1.407], [0.320, -0.629, -0.621], [0.036, 2.122, 0.695], [1.608, 2.376, -0.229], [0.232, 1.944, -1.118], [2.138, 0.621, 1.658], [2.480, -3.641, 1.333], [-0.993, -3.940, -2.059], [-1.343, 0.132, -1.831], [-4.004, 0.769, 0.226], [-3.703, 0.659, 1.766]],
  "e_above_lowest_ev": 0.128,
  "smiles": "Cn1cc(S)c2c(Cl)cc(F)cc21.I",
  "gap_ev": 7.98,
  "homo_energy_ev": -7.582
}

# 7
{
  "formula": "C9H8ClN3O3",
  "method": "ωB97M-V/def2-TZVPD",
  "symbols": ["C", "O", "C", "C", "C", "C", "N", "C", "Cl", "N", "C", "C", "C", "N", "O", "O", "H", "H", "H", "H", "H", "H", "H", "H"],
  "coordinates": [[-0.208, -3.023, 2.765], [-0.154, -2.043, 1.727], [-1.369, -1.306, 1.528], [-0.998, 0.006, 0.862], [-0.796, 1.177, 1.610], [-0.815, 1.143, 3.051], [-0.791, 1.115, 4.207], [-0.583, 2.421, 0.958], [-0.411, 3.888, 1.916], [-0.435, 2.476, -0.347], [-0.572, 1.395, -1.109], [-0.353, 1.551, -2.573], [-0.892, 0.127, -0.537], [-1.158, -0.948, -1.370], [-2.316, -1.070, -1.770], [-0.229, -1.686, -1.660], [0.654, -3.695, 2.694], [-0.187, -2.556, 3.745], [-1.143, -3.618, 2.654], [-2.087, -1.871, 0.917], [-1.879, -1.109, 2.483], [0.201, 0.718, -3.005], [0.233, 2.474, -2.794], [-1.348, 1.657, -3.104]],
  "e_above_lowest_ev": 0.000,
  "smiles": "COCc1c(C#N)c(Cl)nc(C)c1[N+](=O)[O-]",
  "gap_ev": 9.47,
  "homo_energy_ev": -10.093
}

# 8
{
  "formula": "C9H8F2",
  "method": "ωB97M-V/def2-TZVPD",
  "symbols": ["C", "C", "C", "C", "C", "C", "C", "C", "C", "F", "F", "H", "H", "H", "H", "H", "H", "H", "H"],
  "coordinates": [[-0.982, -1.656, 1.564], [-1.438, -2.045, 0.307], [-0.299, -0.475, 1.802], [-1.230, -1.149, -0.735], [-0.226, 0.477, 0.798], [-0.690, 0.126, -0.517], [-0.253, 1.951, -2.391], [-0.631, 1.067, -1.525], [2.275, 0.627, 0.586], [2.331, 0.111, -0.577], [2.900, 1.845, 0.495], [-1.246, -2.209, 2.427], [-1.911, -3.031, 0.102], [0.096, -0.303, 2.781], [-1.388, -1.516, -1.791], [0.039, 1.425, 1.064], [0.799, 2.050, -2.791], [-0.837, 2.677, -2.862], [2.691, 0.026, 1.262]],
  "e_above_lowest_ev": 3.201,
  "gap_ev": [7.19, 7.92],
  "homo_energy_ev": [-7.049, -8.212]
}

no.,DFT total energy (eV)
1,-13537.784
2,-42452.839
3,-9457.071
4,-27192.712
5,-80991.076
6,-45127.580
7,-32593.920
8,-14892.190